Density functional theory data (ωB97M-V/def2-TZVPD) for C39H33N5O4ReSTe as an isolated structure in a non-equilibrium geometry.

Geometry as XYZ:
```
84
Properties=species:S:1:pos:R:3:lowdin_spin:R:1
Re -0.775 0.316 0.189 0.798
C 1.884 -5.459 -2.493 0.000
C 1.055 -4.273 -2.082 -0.001
C -0.325 -4.394 -1.877 -0.002
C -1.119 -3.321 -1.501 0.004
C -2.617 -3.508 -1.376 0.000
O -3.141 -4.328 -2.088 0.002
C -3.409 -2.643 -0.452 -0.001
C -4.684 -2.278 -0.863 0.002
C -5.432 -1.381 -0.111 0.000
C -4.909 -0.858 1.061 0.002
C -3.647 -1.258 1.503 0.002
C -2.900 -2.152 0.751 0.000
C -0.494 -2.095 -1.338 0.000
O -1.242 -1.019 -1.004 0.076
C 0.887 -1.905 -1.535 -0.003
C 1.639 -3.028 -1.919 0.010
C 1.520 -0.597 -1.420 0.014
N 0.963 0.431 -0.802 -0.009
C 1.578 1.807 -0.810 0.005
C 2.252 2.159 0.494 0.001
Te 2.989 4.173 0.427 0.001
C 1.099 5.078 0.239 0.000
C 0.629 5.458 -1.018 0.000
C -0.540 6.203 -1.134 0.000
C -1.236 6.579 0.006 0.000
C -0.783 6.189 1.260 0.000
C 0.380 5.438 1.379 0.000
C 2.856 -0.437 -2.049 0.001
C 4.000 -0.319 -1.265 0.001
C 5.239 -0.197 -1.877 0.000
C 5.329 -0.174 -3.262 0.000
C 4.187 -0.298 -4.042 0.000
C 2.948 -0.448 -3.439 0.001
H 1.305 -6.379 -2.461 0.000
H 2.751 -5.577 -1.843 0.000
H 2.254 -5.332 -3.512 0.000
H -0.813 -5.350 -2.029 0.000
H -5.075 -2.691 -1.783 0.000
H -6.423 -1.098 -0.438 0.000
H -5.490 -0.163 1.653 0.000
H -3.272 -0.903 2.453 0.000
H -1.930 -2.485 1.113 -0.001
H 2.705 -2.919 -2.075 0.000
H 0.759 2.501 -1.017 0.001
H 2.271 1.861 -1.646 0.000
H 3.139 1.550 0.664 0.000
H 1.596 2.067 1.359 0.001
H 1.201 5.215 -1.905 0.000
H -0.879 6.524 -2.111 0.000
H -2.119 7.200 -0.082 0.000
H -1.310 6.505 2.152 0.000
H 0.750 5.169 2.360 0.000
H 3.933 -0.353 -0.184 0.000
H 6.131 -0.119 -1.271 0.000
H 6.296 -0.068 -3.736 0.000
H 4.261 -0.289 -5.121 0.000
H 2.057 -0.559 -4.045 0.000
N 1.177 -4.729 2.408 -0.001
C 0.853 -3.445 2.684 0.000
C -0.091 -3.142 3.681 0.010
C -0.438 -1.837 3.959 0.000
C 0.162 -0.801 3.253 0.012
C 1.135 -1.076 2.284 0.007
C 1.462 -2.382 1.984 0.002
S -0.318 0.841 3.529 0.004
O -1.381 0.924 4.466 -0.002
O 0.817 1.702 3.569 0.010
N -1.012 1.103 1.963 0.021
C -1.805 2.182 1.559 0.013
N -1.777 2.119 0.199 0.005
C -2.565 2.935 -0.515 0.005
C -3.327 3.856 0.164 0.000
C -3.254 3.863 1.557 0.009
N -2.506 3.012 2.272 -0.002
H 0.803 -5.484 2.956 0.000
H 1.917 -4.953 1.767 0.000
H -0.550 -3.948 4.239 0.000
H -1.178 -1.614 4.717 0.000
H 1.701 -0.265 1.835 0.002
H 2.235 -2.598 1.255 0.000
H -2.545 2.843 -1.593 0.000
H -3.953 4.555 -0.369 0.000
H -3.838 4.572 2.131 0.000
```

Results
Highest occupied orbital energy (alpha / beta), eV: -12.7 / -12.7
2S+1: 2
Electronic energy, eV: -76861.24792
Total charge: +2
Expectation value of S²: 0.83


Density functional theory data (ωB97M-V/def2-TZVPD) for C39H34As2OPdTe as an isolated structure.

Geometry as XYZ:
```
78
Properties=species:S:1:pos:R:3:lowdin_spin:R:1
Pd -1.140 -0.167 -0.556 0.647
C 0.169 -3.123 -0.347 0.031
C -0.253 -3.091 1.124 0.036
As -1.416 -1.574 1.442 0.179
C -3.206 -2.229 1.372 0.035
C -4.115 -1.938 2.383 0.015
C -5.412 -2.427 2.290 0.001
C -5.793 -3.190 1.195 0.017
C -4.882 -3.475 0.183 -0.001
C -3.586 -2.989 0.265 0.015
C -1.107 -0.893 3.190 0.024
C -0.394 -1.667 4.101 0.011
C -0.191 -1.186 5.388 0.001
C -0.696 0.053 5.758 0.007
C -1.418 0.817 4.850 0.000
C -1.625 0.345 3.563 0.005
As 2.005 -2.605 -0.876 0.071
C 2.504 -1.384 0.554 0.009
C 1.706 -0.287 0.842 0.044
C 2.023 0.634 1.827 0.004
C 3.206 0.471 2.533 0.005
C 4.051 -0.592 2.228 0.001
C 3.706 -1.514 1.247 0.003
C 2.857 -4.248 -0.342 0.021
C 3.160 -5.131 -1.375 0.002
C 3.684 -6.386 -1.089 0.000
C 3.911 -6.757 0.227 0.001
C 3.621 -5.875 1.261 0.001
C 3.096 -4.621 0.980 0.005
H -0.508 -2.508 -0.948 0.017
H 0.083 -4.133 -0.756 0.001
H 0.594 -3.014 1.804 0.001
H -0.834 -3.970 1.400 0.004
H -3.820 -1.354 3.245 0.001
H -6.123 -2.217 3.077 0.000
H -6.803 -3.573 1.133 0.001
H -5.182 -4.082 -0.661 0.000
H -2.877 -3.222 -0.523 0.000
H -0.001 -2.639 3.835 0.001
H 0.360 -1.783 6.102 0.000
H -0.533 0.423 6.761 0.000
H -1.823 1.776 5.144 0.000
H -2.209 0.939 2.873 0.001
H 0.824 -0.142 0.206 0.023
H 1.372 1.475 2.033 0.000
H 3.482 1.178 3.304 0.001
H 4.986 -0.705 2.760 0.000
H 4.376 -2.338 1.033 0.000
H 2.998 -4.842 -2.407 0.001
H 3.923 -7.065 -1.897 0.000
H 4.326 -7.731 0.448 0.000
H 3.813 -6.162 2.287 0.000
H 2.907 -3.934 1.795 0.000
Te 0.339 -0.014 -2.898 0.395
C -0.140 -1.493 -4.273 0.034
C -0.365 -2.813 -3.902 0.004
C -0.679 -3.734 -4.893 -0.001
C -0.753 -3.331 -6.220 0.002
C -0.514 -2.011 -6.574 0.002
C -0.203 -1.073 -5.597 0.017
C -1.627 0.706 -2.659 0.043
C -2.696 -0.212 -2.592 0.051
C -3.990 0.266 -2.407 0.003
C -4.219 1.631 -2.339 0.054
C -3.166 2.544 -2.446 0.007
C -1.871 2.093 -2.587 0.050
H -0.283 -3.131 -2.877 0.000
H -0.857 -4.769 -4.628 0.000
H -0.992 -4.055 -6.988 0.000
H -0.564 -1.706 -7.610 0.000
H -0.015 -0.044 -5.881 0.005
H -2.527 -1.267 -2.777 0.004
H -4.816 -0.430 -2.347 -0.001
H -5.231 1.997 -2.219 0.003
H -3.364 3.607 -2.416 -0.001
H -1.052 2.799 -2.651 0.002
O -0.927 2.577 0.737 0.013
C -1.604 1.705 0.520 0.072
```

Results
Highest occupied orbital energy (alpha / beta), eV: -13.5 / -13.4
2S+1: 3
Electronic energy, eV: -175475.43274
Relative energy (zero: lowest compared OMol25 entry of this formula, charge and spin), kcal/mol: 4.77
Total charge: +2
Expectation value of S²: 2.02


Density functional theory data (ωB97M-V/def2-TZVPD) for C39H34ClN3SSi2Ti as an isolated structure in a non-equilibrium geometry.

Geometry as XYZ:
```
81
Properties=species:S:1:pos:R:3:lowdin_spin:R:1
C -1.186 -0.887 4.552 0.000
C -2.036 -0.499 3.476 0.006
C -1.867 -1.447 2.419 0.001
H -2.764 0.308 3.520 0.002
C -0.892 -2.425 2.847 0.025
C -0.476 -2.067 4.162 0.013
H 0.159 -2.666 4.806 0.000
H -1.179 -0.430 5.541 0.000
H -2.468 -1.500 1.516 0.000
H -0.596 -3.333 2.326 0.005
Ti 0.150 -0.455 2.736 0.941
Si 0.310 -0.084 -3.393 -0.002
C 0.670 1.488 -4.438 0.000
C 1.847 1.839 -5.143 0.000
H 2.778 1.269 -5.025 0.000
C 1.837 2.939 -6.036 0.000
H 2.755 3.245 -6.562 0.000
C 0.650 3.651 -6.268 0.000
H 0.638 4.495 -6.966 0.000
C -0.528 3.296 -5.591 0.000
H -1.461 3.825 -5.790 0.000
C -0.497 2.268 -4.645 0.000
H -1.408 2.046 -4.074 0.000
C 0.688 -1.553 -4.458 0.000
C -0.004 -1.596 -5.680 0.000
H -0.770 -0.850 -5.897 0.000
C 0.274 -2.586 -6.631 0.000
H -0.232 -2.570 -7.597 0.000
C 1.176 -3.605 -6.329 0.000
H 1.378 -4.405 -7.052 0.000
C 1.782 -3.638 -5.051 0.000
H 2.430 -4.487 -4.789 0.000
C 1.557 -2.617 -4.121 0.000
H 2.047 -2.631 -3.143 0.000
H -1.182 -0.199 -3.435 0.000
Si 0.088 0.214 0.099 -0.034
C -0.773 -1.324 -0.542 -0.001
C -2.010 -1.250 -1.213 -0.001
H -2.515 -0.292 -1.326 0.000
C -2.553 -2.406 -1.782 0.001
H -3.470 -2.308 -2.369 0.000
C -1.897 -3.636 -1.638 -0.001
H -2.285 -4.531 -2.127 0.000
C -0.692 -3.718 -0.921 0.001
H -0.184 -4.682 -0.772 0.000
C -0.111 -2.558 -0.410 0.003
H 0.847 -2.597 0.115 0.002
C -0.916 1.706 -0.360 -0.006
C -2.221 1.727 0.174 -0.002
H -2.538 0.942 0.871 0.000
C -3.112 2.743 -0.171 0.000
H -4.107 2.738 0.280 0.000
C -2.738 3.724 -1.098 -0.002
H -3.460 4.479 -1.421 0.000
C -1.461 3.683 -1.673 0.000
H -1.187 4.394 -2.457 0.000
C -0.529 2.720 -1.261 -0.002
H 0.496 2.739 -1.665 0.000
H 0.699 -0.081 -1.785 -0.001
Cl 2.095 0.560 0.323 -0.015
N 2.507 0.783 5.875 0.002
C 1.521 1.684 6.285 0.000
C 1.298 2.244 7.528 0.000
C 0.073 2.897 7.754 0.000
C -0.892 2.932 6.745 0.000
C -0.693 2.301 5.505 0.001
C 0.540 1.681 5.281 0.002
N 0.940 0.739 4.310 0.015
C 2.121 0.199 4.709 0.008
C 2.731 -0.916 4.009 0.009
C 3.839 -1.651 4.387 0.001
S 3.952 -3.080 3.416 0.000
C 2.517 -2.648 2.556 0.006
N 1.974 -1.479 2.969 0.022
H 3.338 0.528 6.405 0.000
H 2.054 2.162 8.308 0.000
H -0.174 3.354 8.713 0.000
H -1.831 3.441 6.936 0.000
H -1.438 2.290 4.710 0.001
H 4.449 -1.416 5.256 0.000
H 2.130 -3.170 1.684 0.000
```

Results
Highest occupied orbital energy (alpha / beta), eV: -9.2 / -9.1
2S+1: 2
Electronic energy, eV: -107688.59387
Relative energy (zero: lowest compared OMol25 entry of this formula, charge and spin), kcal/mol: 62.68
Total charge: +1
Expectation value of S²: 0.77


Density functional theory data (ωB97M-V/def2-TZVPD) for a 6-piece molecular cluster, C39H34F5N4O24S overall in a non-equilibrium geometry.

Geometry as XYZ:
```
107
Properties=species:S:1:pos:R:3:mulliken_charge:R:1
O 5.126 4.042 -1.810 -0.628
S 5.527 2.693 -1.983 1.214
O 6.146 1.994 -0.908 -0.642
N 4.198 1.728 -2.354 -0.242
C 3.590 1.499 -3.540 0.167
N 3.960 1.941 -4.740 0.002
C 3.039 1.473 -5.585 0.064
C 2.953 1.738 -7.048 -0.487
C 4.272 2.157 -7.707 -0.478
C 5.189 0.986 -8.059 -0.576
O 6.033 0.575 -6.997 -0.468
N 2.141 0.741 -4.924 -0.035
N 2.480 0.754 -3.605 0.339
C 1.697 0.097 -2.559 -0.583
C 2.388 -1.090 -1.923 -0.656
O 3.294 -0.618 -0.922 -0.496
C 6.730 2.564 -3.414 0.399
F 6.606 1.376 -3.996 -0.182
F 7.900 2.607 -2.798 -0.244
C 6.679 3.742 -4.465 0.857
F 5.506 4.337 -4.500 -0.230
F 6.949 3.254 -5.655 -0.226
F 7.591 4.628 -4.156 -0.254
H 3.795 1.294 -1.524 0.273
H 2.245 2.571 -7.131 0.329
H 2.536 0.873 -7.565 0.376
H 4.807 2.851 -7.061 0.125
H 4.010 2.667 -8.634 0.443
H 5.842 1.287 -8.876 0.349
H 4.591 0.140 -8.416 0.297
H 5.549 0.006 -6.390 0.281
H 1.323 0.274 -5.300 0.425
H 1.403 0.814 -1.793 0.383
H 0.769 -0.244 -3.022 0.201
H 1.617 -1.684 -1.437 0.336
H 2.871 -1.733 -2.662 0.406
H 4.181 -0.964 -1.073 0.305
C -2.117 0.604 -5.077 -0.888
C -1.629 0.106 -6.213 0.232
C -2.504 -0.297 -7.369 1.044
O -1.923 -0.721 -8.352 -0.637
C -3.935 -0.157 -7.234 -0.971
C -4.443 0.341 -6.093 0.123
C -3.562 0.765 -4.942 0.978
O -4.096 1.219 -3.954 -0.601
O -5.736 0.501 -5.883 -0.474
O -0.327 -0.093 -6.459 -0.569
H -1.498 0.900 -4.241 0.426
H -4.556 -0.461 -8.064 0.478
H -5.841 0.882 -4.988 0.365
H -0.297 -0.466 -7.369 0.365
C -1.924 -1.444 0.733 -1.289
C -2.502 -1.784 1.898 0.335
C -1.749 -1.729 3.211 1.095
O -2.371 -2.042 4.206 -0.632
C -0.357 -1.320 3.196 -0.946
C 0.212 -0.988 2.030 0.352
C -0.552 -1.017 0.731 0.863
O 0.052 -0.670 -0.282 -0.397
O 1.484 -0.613 1.927 -0.626
O -3.750 -2.184 2.004 -0.560
H -2.455 -1.474 -0.209 0.493
H 0.177 -1.300 4.137 0.731
H 1.667 -0.439 0.987 0.220
H -3.908 -2.359 2.955 0.375
C 1.427 -2.354 7.665 -0.740
C 1.812 -2.594 8.929 0.357
C 1.602 -1.581 10.032 1.038
O 1.974 -1.913 11.141 -0.627
C 0.988 -0.310 9.708 -1.065
C 0.609 -0.076 8.445 0.151
C 0.799 -1.094 7.347 1.043
O 0.404 -0.783 6.234 -0.563
O 0.039 1.052 8.047 -0.597
O 2.389 -3.717 9.314 -0.606
H 1.568 -3.071 6.868 0.479
H 0.854 0.410 10.502 0.459
H -0.137 0.949 7.092 0.336
H 2.570 -3.655 10.278 0.375
C -9.812 5.156 -7.119 -1.001
C -9.605 4.544 -5.944 0.397
C -8.894 3.217 -5.848 1.080
O -8.731 2.750 -4.734 -0.661
C -8.445 2.580 -7.067 -1.059
C -8.651 3.189 -8.243 0.372
C -9.343 4.529 -8.339 0.998
O -9.465 5.004 -9.451 -0.618
O -8.276 2.689 -9.408 -0.572
O -9.995 5.038 -4.780 -0.558
H -10.319 6.108 -7.199 0.425
H -7.952 1.621 -6.981 0.453
H -8.552 3.339 -10.085 0.377
H -9.718 4.395 -4.099 0.366
C 2.353 -5.536 14.312 -1.135
C 1.629 -5.675 15.433 0.346
C 0.199 -5.194 15.536 1.080
O -0.370 -5.386 16.593 -0.615
C -0.396 -4.539 14.389 -0.894
C 0.331 -4.395 13.273 0.324
C 1.752 -4.902 13.163 1.009
O 2.312 -4.746 12.089 -0.524
O -0.104 -3.811 12.167 -0.626
O 2.087 -6.241 16.535 -0.566
H 3.373 -5.884 14.230 0.439
H -1.413 -4.183 14.475 0.443
H 0.660 -3.844 11.559 0.276
H 1.355 -6.212 17.184 0.373
```

Results
Highest occupied orbital energy, eV: -10.6
Electronic energy, eV: -120507.87695
Total charge: +1


Density functional theory data (ωB97M-V/def2-TZVPD) for C39H35AsCl2N5NaO2S3 as an isolated structure in a non-equilibrium geometry.

Geometry as XYZ:
```
88
Properties=species:S:1:pos:R:3:mulliken_charge:R:1
Na 0.291 -0.085 0.077 0.529
N 1.522 -0.644 4.707 -0.026
C 1.217 0.368 5.596 -0.122
C 1.491 0.231 6.957 -0.622
C 1.200 1.254 7.849 -0.482
C 0.599 2.420 7.396 -0.602
C 0.310 2.556 6.043 -0.660
C 0.634 1.558 5.134 0.580
S 0.454 1.786 3.405 -0.215
N 0.373 0.215 2.787 0.248
C 1.031 -0.755 3.389 0.538
C 1.200 -2.013 2.748 -0.285
C 1.658 -3.185 3.423 -1.326
C 1.790 -4.362 2.736 -0.586
C 1.465 -4.410 1.369 -1.366
C 0.991 -3.240 0.788 -0.338
N 0.846 -2.082 1.417 1.360
H 2.213 -1.312 4.993 0.252
H 1.940 -0.692 7.310 0.361
H 1.431 1.128 8.901 0.342
H 0.354 3.218 8.086 0.347
H -0.153 3.463 5.672 0.380
H 1.856 -3.173 4.488 0.458
H 2.126 -5.254 3.255 0.390
H 1.545 -5.316 0.786 0.452
H 0.700 -3.245 -0.259 0.098
S 3.388 1.382 -3.448 -0.373
C 4.241 0.721 -2.098 0.906
C 5.589 0.815 -1.760 -0.802
C 6.016 0.197 -0.601 -0.366
C 5.118 -0.506 0.213 -0.858
C 3.783 -0.602 -0.121 -0.274
C 3.341 0.017 -1.291 -0.758
N 2.032 -0.006 -1.737 -0.020
C 1.895 0.661 -2.828 0.900
C 0.661 0.812 -3.613 0.507
C 0.761 0.760 -5.005 -0.701
C -0.358 0.708 -5.813 -0.896
C -1.612 0.647 -5.220 -0.751
C -1.738 0.729 -3.848 -0.247
C -0.618 0.862 -3.033 0.443
H 6.282 1.364 -2.385 0.371
H 7.059 0.263 -0.314 0.359
H 5.473 -0.973 1.123 0.399
H 3.074 -1.129 0.507 0.736
H 1.747 0.720 -5.452 0.367
H -0.254 0.672 -6.890 0.352
H -2.500 0.551 -5.833 0.430
H -2.701 0.655 -3.372 0.151
Cl -0.383 7.176 -2.767 -0.293
C -0.525 5.483 -2.305 0.155
C -1.794 4.896 -2.348 -0.809
C -1.860 3.525 -2.076 0.791
Cl -3.473 2.847 -2.062 -0.261
C -0.750 2.762 -1.768 -0.599
O -0.809 1.366 -1.719 0.920
C 0.473 3.449 -1.446 1.052
C 1.476 2.961 -0.568 -0.753
O 1.499 1.885 0.058 -0.367
C 0.574 4.813 -1.865 -1.221
H -2.684 5.457 -2.583 0.431
H 2.300 3.685 -0.402 0.026
H 1.523 5.323 -1.757 0.369
S -1.195 -4.172 -2.461 -0.477
C -0.958 -2.568 -2.104 0.050
N -0.788 -1.439 -1.857 -0.543
C -4.299 -0.852 -0.783 -0.889
C -4.378 -0.554 0.713 -1.031
As -2.566 -0.444 1.511 0.870
C -2.461 -2.264 2.257 -0.530
C -2.504 -3.333 1.171 -1.135
C -3.034 0.507 3.182 -0.470
C -4.300 0.072 3.907 -1.297
H -5.294 -0.895 -1.238 0.447
H -3.795 -1.798 -0.986 0.185
H -3.722 -0.079 -1.293 0.036
H -4.978 -1.303 1.239 0.428
H -4.851 0.419 0.877 0.516
H -3.271 -2.417 2.975 0.573
H -1.515 -2.303 2.800 0.059
H -3.485 -3.376 0.692 0.363
H -2.292 -4.324 1.580 0.373
H -1.772 -3.147 0.385 -0.007
H -3.088 1.566 2.919 0.484
H -2.156 0.402 3.822 0.023
H -5.186 0.189 3.278 0.236
H -4.459 0.667 4.812 0.420
H -4.253 -0.974 4.213 0.290
```

Results
Highest occupied orbital energy (alpha / beta), eV: -0.5 / -0.1
Electronic energy, eV: -175364.76214
Relative energy (zero: lowest compared OMol25 entry of this formula, charge and spin), kcal/mol: 46.93
Total charge: -2